1.
{"formula": "C4H7N3O2", "method": "ωB97M-V/def2-TZVPD", "elements": ["C", "C", "C", "C", "H", "H", "H", "H", "H", "H", "H", "N", "N", "N", "O", "O"], "xyz": [[2.18216, 0.64485, -0.25417], [-0.78804, -1.18023, -0.84528], [-0.11126, -0.28035, 0.01135], [-0.71232, 0.53992, 1.09305], [1.97662, 0.91914, 0.76557], [3.13060, 0.08086, -0.36970], [2.17078, 1.47822, -0.96379], [-2.50675, -1.03916, -0.00938], [-0.34393, 0.02144, 1.98220], [-0.34368, 1.58476, 1.05148], [-2.60564, 0.95924, 1.47599], [1.07215, -0.17452, -0.62614], [1.04930, -0.79609, -1.73363], [-0.01751, -1.49451, -1.84315], [-2.06099, -1.68387, -0.66336], [-2.09149, 0.42031, 0.92894]], "forces_ev_per_a": [[0.46, -0.03, -0.90], [-2.05, 0.76, 3.00], [-1.41, -1.13, -1.68], [1.63, -0.39, 0.32], [0.48, 0.49, 0.33], [-0.65, 0.35, 0.24], [0.38, 0.23, 0.52], [1.03, -1.39, -1.38], [-0.42, 0.65, 0.81], [-0.31, -0.41, 0.15], [-0.83, 1.34, 1.46], [-1.00, 1.35, 1.58], [3.04, -1.65, -2.19], [-0.80, -0.56, -1.70], [0.23, 1.40, 0.73], [0.22, -1.02, -1.28]], "smiles": "Cn1nnc(O)c1CO", "homo_ev": -8.429, "e_lumo_ha": 0.0107, "energy_ha": -471.2967, "orbital_gap_ev": 8.72}

2.
{"formula": "C4H7N3O2", "method": "ωB97M-V/def2-TZVPD", "elements": ["C", "C", "C", "C", "H", "H", "H", "H", "H", "H", "H", "N", "N", "N", "O", "O"], "xyz": [[2.92392, -0.31182, 0.06702], [1.42924, -0.35155, 0.09138], [-0.81516, 0.06796, 0.14823], [0.48619, 0.80956, 0.40990], [3.40025, -0.11542, 1.07176], [3.32032, 0.47745, -0.61258], [3.28326, -1.29903, -0.22690], [-2.92403, -1.22324, 0.09537], [-3.86632, 0.12729, 0.23755], [0.56035, 1.09596, 1.45265], [-0.23287, 2.14163, -0.74743], [0.83115, -1.42903, -0.21732], [-1.97148, 0.53951, 0.22332], [-3.00903, -0.25836, -0.13992], [-0.55612, -1.23027, -0.16341], [0.72604, 1.92347, -0.41562]], "forces_ev_per_a": [[0.82, 0.42, 0.66], [0.27, 0.51, 0.15], [0.78, 0.29, 0.35], [0.18, -1.24, -0.23], [-0.82, -0.03, -0.83], [-0.45, -0.60, 0.35], [0.01, 0.17, -0.23], [0.30, -0.76, 0.13], [0.17, -0.10, -0.12], [0.07, 0.09, 0.36], [2.70, -0.17, 0.67], [0.32, -0.05, 0.04], [0.28, 0.81, 0.08], [-1.21, 0.50, -0.21], [-0.32, -0.35, -0.15], [-3.10, 0.52, -1.02]], "smiles": "CC1=NO/C(=N\\N)[C@@H]1O", "homo_ev": -8.824, "e_lumo_ha": 0.0295, "energy_ha": -471.2718, "orbital_gap_ev": 9.63}

3.
{"formula": "C4H7N3O2", "method": "ωB97M-V/def2-TZVPD", "elements": ["C", "C", "C", "C", "N", "N", "N", "O", "O", "H", "H", "H", "H", "H", "H", "H"], "xyz": [[-2.51445, 0.98130, -0.05730], [-1.20303, -2.78124, 0.08577], [0.98944, -0.13487, 0.05914], [0.89374, 1.29797, 0.60160], [-0.72604, -1.70457, 0.09762], [-0.35044, -0.59341, -0.20962], [1.76099, -0.24001, -1.17079], [-2.64805, 0.69883, 1.04381], [-2.43453, 1.30700, -1.15001], [-1.76659, -3.43242, 0.69446], [1.48534, -0.77933, 0.80489], [1.89003, 1.67934, 0.81629], [0.30385, 1.32169, 1.51450], [0.41874, 1.93720, -0.14024], [2.65202, 0.23287, -1.06629], [1.24897, 0.20964, -1.92384]], "forces_ev_per_a": [[-0.03, 0.10, -0.04], [0.32, -0.12, -0.14], [0.66, 0.06, 0.60], [0.02, -0.44, -0.04], [0.05, -1.02, -0.38], [-0.36, 1.45, -0.32], [-0.03, -0.14, -0.16], [-0.25, -0.48, 1.77], [0.10, 0.54, -1.73], [-0.33, -0.26, 0.52], [-0.15, 0.13, -0.09], [0.06, 0.07, 0.00], [-0.05, 0.03, 0.12], [-0.03, 0.06, -0.08], [-0.04, -0.01, -0.04], [0.06, 0.02, 0.03]], "homo_ev": -8.770, "e_lumo_ha": 0.0263, "energy_ha": -471.2896, "orbital_gap_ev": 9.49}

4.
{"formula": "C4H7N3O2", "method": "ωB97M-V/def2-TZVPD", "elements": ["O", "C", "H", "O", "H", "N", "C", "N", "C", "C", "N", "H", "H", "H", "H", "H"], "xyz": [[1.97972, 1.76553, 1.43714], [2.16923, 1.48394, 0.28021], [3.07876, 0.96855, -0.07945], [1.51667, 2.27371, -0.82263], [2.11183, 2.31261, -1.58176], [0.44975, -0.39995, -1.20809], [-0.53229, -0.47287, -0.24132], [-1.69475, 0.14338, -0.30248], [-2.51383, -0.53413, 0.58128], [-1.81029, -1.51204, 1.22696], [-0.52421, -1.42143, 0.72673], [0.08995, -0.61639, -2.13164], [-3.55163, -0.24783, 0.73273], [-2.10872, -2.30799, 1.90104], [0.28957, -1.93691, 1.03743], [1.05024, 0.50181, -1.55613]], "forces_ev_per_a": [[-0.48, -1.23, -2.55], [0.46, 3.94, 0.15], [-0.71, -0.53, -0.07], [0.93, -1.51, 2.54], [0.22, -0.17, 0.09], [3.62, 1.86, -2.88], [-1.10, 1.38, -0.06], [-0.30, -0.81, 0.04], [0.19, 0.37, 0.24], [0.13, 0.00, 0.08], [-0.01, -0.56, 0.02], [-0.51, -0.66, 0.35], [0.32, -0.15, -0.12], [0.15, 0.42, 0.02], [-0.32, 0.01, -0.31], [-2.58, -2.37, 2.46]], "smiles": "Nc1ncc[nH]1.O=CO", "homo_ev": -8.493, "e_lumo_ha": 0.0182, "energy_ha": -471.3194, "orbital_gap_ev": 8.99}

5.
{"formula": "C4H7N3O2", "method": "ωB97M-V/def2-TZVPD", "elements": ["C", "C", "C", "C", "H", "H", "H", "H", "H", "H", "H", "N", "N", "N", "O", "O"], "xyz": [[1.41514, 1.95076, -0.20515], [1.51501, -0.47502, 0.82202], [1.28877, -1.53626, -0.35605], [-0.06605, 0.05015, -0.51449], [0.69627, 2.86659, 0.14581], [1.56210, 1.68758, -1.59889], [2.66450, 1.96799, 0.43537], [2.68686, -0.10190, 0.81668], [1.21213, -1.02931, 1.81766], [2.11274, -2.45012, -0.43063], [-0.32225, 0.84216, -1.16761], [0.75043, 0.67544, 0.32906], [0.27453, -1.30915, -0.99343], [-1.54300, 0.01300, 0.09510], [-2.43316, 0.45171, -0.55950], [-1.55475, -0.37369, 1.24556]], "forces_ev_per_a": [[1.83, -1.53, 0.01], [4.26, -0.27, 0.04], [5.33, -1.80, 3.88], [-5.14, 0.94, -2.33], [2.19, -2.11, -1.38], [-0.32, 1.53, 4.44], [-4.18, 0.29, -2.32], [-2.75, -1.32, 0.54], [0.51, 1.63, -1.77], [-2.70, 2.07, -0.05], [-0.20, -0.23, -2.52], [2.92, -0.21, 2.47], [-1.99, 1.92, -1.80], [2.40, -0.99, 1.12], [-1.19, 0.24, -0.45], [-0.97, -0.18, 0.11]], "homo_ev": -9.621, "e_lumo_ha": 0.0154, "energy_ha": -471.0775, "orbital_gap_ev": 10.04}

6.
{"formula": "C4H7N3O2", "method": "ωB97M-V/def2-TZVPD", "elements": ["C", "C", "C", "C", "N", "N", "N", "O", "O", "H", "H", "H", "H", "H", "H", "H"], "xyz": [[1.60566, -0.30211, -0.11164], [-1.60411, -0.88814, 0.35695], [-0.38207, -1.12333, 1.28806], [0.60115, -0.15761, 0.95259], [0.26695, 1.92884, -2.66802], [0.47155, 2.53889, -0.47777], [0.45678, 2.19192, -1.51259], [2.01192, -0.50327, 1.10903], [1.83615, -0.28784, -1.25973], [-2.47012, -1.60931, 0.46245], [-2.03641, 0.09279, 0.65503], [-1.11219, -0.73806, -0.55042], [-0.61360, -0.97534, 2.33413], [-0.06480, -2.13791, 1.23003], [0.37758, 0.89060, 1.26070], [0.65555, 1.07988, -3.06880]], "forces_ev_per_a": [[-3.28, 0.48, 1.63], [-1.04, 0.60, 2.89], [-2.64, -1.30, 1.02], [0.89, 2.88, -1.25], [-2.90, 1.64, -5.51], [-0.47, 5.54, 12.92], [2.39, -5.92, -8.11], [2.65, -0.56, 0.59], [1.58, -0.27, -1.58], [1.44, 0.49, -0.55], [0.17, -0.43, -0.34], [-0.26, -0.30, -2.20], [-0.48, -0.07, 0.43], [0.62, -0.81, -0.41], [0.33, -0.89, -0.13], [0.99, -1.07, 0.61]], "homo_ev": [-5.331, -10.006], "e_lumo_ha": [0.0332, -0.1032], "energy_ha": -471.0589, "multiplicity": 3, "orbital_gap_ev": [6.24, 7.20]}

7.
{"formula": "C4H7N3S", "method": "ωB97M-V/def2-TZVPD", "elements": ["C", "C", "C", "C", "N", "N", "N", "S", "H", "H", "H", "H", "H", "H", "H"], "xyz": [[0.32415, 1.65865, 0.23814], [1.01039, 0.58766, -0.01932], [-1.60176, 0.22729, -0.03209], [2.24497, -0.22659, 0.01541], [-1.10115, 1.54487, 0.05689], [-0.77040, -0.75559, 0.19693], [-0.90138, -1.98154, -0.33935], [-3.20935, -0.16945, -0.03205], [0.55729, 2.78452, 0.12628], [2.14555, -0.92030, -0.88513], [2.54837, -0.86738, 0.99778], [3.00690, 0.45128, -0.16362], [-1.73926, 2.31331, 0.20937], [-1.92315, -2.04141, -0.75526], [-0.59117, -2.60531, 0.38604]], "forces_ev_per_a": [[-2.23, 2.66, -1.88], [-0.87, -3.26, 1.51], [-0.84, 1.06, 1.28], [-1.48, -2.56, 0.53], [0.76, -1.94, 0.19], [4.51, 2.99, -0.40], [-1.65, 0.49, -1.01], [-1.53, 0.50, -0.74], [0.47, -2.04, 0.76], [0.48, 0.62, 1.28], [-1.27, 1.69, -2.22], [1.99, 1.18, -0.46], [0.10, -0.29, 0.10], [2.24, -0.31, 1.22], [-0.68, -0.79, -0.16]], "homo_ev": [-7.508, -7.505], "e_lumo_ha": [-0.0109, -0.0111], "energy_ha": -718.9004, "orbital_gap_ev": [7.21, 7.20]}

8.
{"formula": "C4H7N3S2", "method": "ωB97M-V/def2-TZVPD", "elements": ["C", "C", "C", "C", "N", "N", "N", "S", "S", "H", "H", "H", "H", "H", "H", "H"], "xyz": [[1.18060, 0.24165, 1.45082], [1.82129, -0.31755, 0.36687], [-2.36931, 0.67932, 0.10982], [-1.75435, -0.47352, 0.32699], [0.67238, 1.40978, 0.92811], [1.87391, 0.56672, -0.72298], [1.15665, 1.64461, -0.28771], [2.60471, -1.88510, 0.05342], [-1.78550, -2.06025, -0.53720], [-3.11524, 0.73248, -0.72033], [2.82414, -2.52631, 1.21268], [-2.28848, 1.53024, 0.70690], [-1.15889, -0.55687, 1.35530], [2.10511, 0.38734, -1.66448], [0.73349, 2.33257, -1.01341], [-2.50051, -1.70511, -1.56480]], "forces_ev_per_a": [[-1.09, 0.72, -0.07], [1.55, -0.19, -1.83], [-1.48, -1.67, -2.49], [1.16, -0.81, 2.87], [0.92, 0.53, 0.07], [-1.10, -0.67, 3.24], [-0.83, 0.32, -1.76], [-0.01, 0.18, -0.85], [0.65, 0.84, 1.40], [0.79, 0.18, 0.50], [-0.41, 0.82, 0.39], [0.35, 0.99, 1.09], [-0.97, -0.03, -2.59], [0.26, 0.07, -1.05], [0.90, -1.70, 1.97], [-0.68, 0.42, -0.88]], "smiles": "SC1=C=NNN1.C=CS", "homo_ev": -8.112, "e_lumo_ha": 0.0101, "energy_ha": -1117.0524, "orbital_gap_ev": 8.39}

9.
{"formula": "C4H7N4", "method": "ωB97M-V/def2-TZVPD", "elements": ["C", "C", "C", "C", "N", "N", "N", "N", "H", "H", "H", "H", "H", "H", "H"], "xyz": [[-2.62871, -0.81227, 0.11208], [-0.84429, 0.76036, 0.49112], [2.57374, -0.16459, 0.26029], [-1.66528, -0.26913, 0.87111], [-3.38999, -1.54497, -0.35814], [-0.97235, 1.19123, -0.76796], [1.52094, 0.24384, 0.29638], [3.69816, -0.75294, -0.13151], [-0.11725, 1.17695, 1.13121], [-1.56394, -0.68888, 1.98098], [-0.54469, 1.86206, -1.38643], [-1.63528, 0.70496, -1.39353], [-4.37781, -1.64594, -0.76089], [3.38341, -1.66447, -0.36900], [4.40624, -0.56667, 0.51836]], "forces_ev_per_a": [[0.68, -0.23, 1.38], [-0.76, 0.69, -2.84], [1.59, -0.41, -1.20], [0.47, -0.95, 4.02], [-3.34, -0.91, -2.45], [-1.33, -0.58, -1.15], [-1.94, 1.02, 0.67], [-1.32, 0.94, -0.19], [0.10, 0.61, 0.49], [-0.47, 0.92, -2.66], [1.04, 0.52, 1.27], [0.38, 0.11, 0.95], [2.16, 0.23, 1.13], [1.07, -1.36, -0.16], [1.68, -0.61, 0.74]], "total_charge": 1, "homo_ev": -13.436, "e_lumo_ha": -0.1459, "energy_ha": -375.3072, "orbital_gap_ev": 9.47}

10.
{"formula": "C4H7N6O4", "method": "ωB97M-V/def2-TZVPD", "elements": ["C", "C", "C", "C", "N", "N", "N", "N", "N", "N", "O", "O", "O", "O", "H", "H", "H", "H", "H", "H", "H"], "xyz": [[-0.55732, -0.56512, 0.48409], [0.05352, 1.44627, 0.74471], [1.77176, -1.19803, 0.14556], [2.15712, 0.22171, -0.42839], [-1.88249, 2.18158, -0.28363], [0.27998, -1.36020, -0.06541], [-1.85671, -0.52209, 0.33174], [-0.70553, 2.13564, -0.13823], [-2.76801, -1.76641, -0.05908], [1.51445, 1.41308, 0.35356], [-2.73550, 2.81955, -0.70100], [-2.12823, -2.70095, -0.40869], [-3.86473, -1.40854, -0.21926], [-2.57980, 0.54165, 0.48515], [2.27674, -1.94053, -0.48290], [2.26097, -1.43609, 1.17132], [3.16640, 0.41275, -0.48318], [1.76771, 0.30821, -1.38869], [-0.13235, -2.27746, -0.35630], [1.83934, 2.34759, 0.01834], [2.12267, 1.34740, 1.28029]], "forces_ev_per_a": [[-0.83, 5.50, 0.13], [-0.32, -3.25, 1.08], [0.41, 0.71, 0.17], [-2.82, -0.66, 1.45], [1.72, -1.43, 0.23], [2.21, -3.16, 0.16], [0.15, -0.26, 0.64], [0.80, 0.04, -0.50], [0.88, 2.64, -1.64], [2.56, -0.72, 2.39], [-2.19, 0.88, -0.57], [0.31, -1.58, 0.39], [-1.03, -0.86, 0.54], [0.17, 0.63, 0.56], [-0.32, 0.30, -0.22], [-1.61, 0.69, -1.21], [2.38, 0.24, 0.27], [-0.73, -0.07, -1.80], [0.95, 0.81, 0.05], [-0.55, -0.79, -0.36], [-2.15, 0.32, -1.77]], "smiles": "O=N[N+]#C[NH2+]CC[NH+]=C=[N+]([O-])N([O-])[O-]", "total_charge": 1, "homo_ev": -12.213, "e_lumo_ha": -0.1715, "energy_ha": -785.3700, "orbital_gap_ev": 7.55}